Record 1
Molecular formula: C38H48AsBrN6NdO5S
Method: DFT, ωB97M-V/def2-TZVPD

2S+1: 4
HOMO-LUMO gap (spin up / spin down) (eV): 5.4 / 5.4
<S²>: 3.75
Energy above the lowest of the compared OMol25 structures with the same formula, charge and spin (eV): 0.719
Total charge: +1

Each line ends with the Mulliken charge.
Atoms and positions in Å:
Nd: 7.95 11.29 13.01  1.165
C: 7.72 9.23 7.60  -0.959
N: 8.17 10.24 8.58  0.176
C: 8.97 11.34 8.05  -0.908
C: 7.88 10.22 9.88  0.812
O: 8.33 11.13 10.69  -0.485
C: 6.96 9.12 10.46  -0.920
O: 7.12 9.17 11.93  -0.336
C: 6.51 8.14 12.75  -0.723
C: 6.53 8.63 14.22  0.559
O: 6.99 9.83 14.43  -0.384
N: 6.11 7.86 15.18  0.285
C: 5.97 8.30 16.59  -0.993
C: 5.81 6.41 14.91  -1.088
H: 7.20 8.36 8.05  0.299
H: 7.03 9.73 6.89  0.351
H: 8.53 8.84 6.97  0.336
H: 9.18 12.01 8.91  0.187
H: 9.90 10.92 7.65  0.341
H: 8.42 11.87 7.25  0.315
H: 5.92 9.32 10.15  0.455
H: 7.23 8.11 10.08  0.420
H: 5.46 7.93 12.40  0.395
H: 7.09 7.21 12.70  0.365
H: 6.88 8.17 17.19  0.266
H: 5.76 9.40 16.64  0.269
H: 5.12 7.77 17.04  0.481
H: 6.43 6.05 14.09  0.372
H: 5.97 5.84 15.84  0.430
H: 4.75 6.28 14.61  0.329
S: 10.33 10.08 14.49  -0.496
C: 10.03 9.16 15.96  0.815
C: 10.24 7.79 15.94  -0.610
C: 10.42 7.10 17.18  -0.933
C: 10.22 7.78 18.37  -0.486
C: 10.02 9.19 18.40  -0.353
C: 9.95 9.84 17.22  -0.448
As: 9.63 11.83 17.03  1.237
C: 8.65 12.48 18.67  0.194
C: 9.22 12.58 19.93  -0.232
C: 8.40 12.93 21.01  -0.774
C: 7.00 13.10 20.87  -0.483
C: 6.46 12.97 19.60  -0.567
C: 7.31 12.70 18.52  -0.532
C: 11.39 12.56 17.45  0.401
C: 12.56 12.03 16.92  -0.299
C: 13.79 12.69 16.98  -0.737
C: 13.89 13.86 17.77  -0.437
C: 12.73 14.34 18.39  -0.630
C: 11.49 13.73 18.21  -0.607
H: 10.25 7.27 14.99  0.470
H: 10.57 6.04 17.20  0.396
H: 10.26 7.25 19.31  0.377
H: 9.89 9.75 19.37  0.284
H: 10.28 12.42 20.04  0.644
H: 8.84 13.05 22.01  0.348
H: 6.38 13.28 21.77  0.346
H: 5.36 12.92 19.43  0.319
H: 6.87 12.64 17.53  0.088
H: 12.45 11.08 16.42  0.317
H: 14.64 12.20 16.53  0.431
H: 14.90 14.33 17.97  0.317
H: 12.86 15.18 19.08  0.356
H: 10.57 14.17 18.60  0.461
N: 7.35 13.69 14.36  -0.175
C: 6.65 14.62 13.44  0.488
C: 6.13 15.89 14.11  -1.275
C: 5.45 16.85 13.10  -0.256
C: 6.38 17.60 12.19  -1.265
N: 6.73 17.04 10.87  -0.116
C: 5.84 16.69 9.91  0.813
N: 6.20 15.80 8.96  -0.507
N: 4.66 17.28 9.78  -0.323
C: 5.61 13.71 12.71  0.421
O: 4.72 14.28 12.10  -0.800
O: 5.85 12.44 12.81  -0.624
H: 6.65 13.45 15.05  0.166
H: 8.07 14.24 14.85  0.117
H: 7.39 15.00 12.73  0.107
H: 6.91 16.44 14.60  0.405
H: 5.40 15.70 14.87  0.463
H: 4.88 17.63 13.62  0.301
H: 4.74 16.20 12.57  0.366
H: 7.30 17.76 12.71  0.511
H: 5.98 18.62 12.00  0.375
H: 7.68 16.68 10.76  0.299
H: 6.99 15.19 9.19  0.182
H: 5.47 15.31 8.47  0.268
H: 4.42 18.04 10.37  0.231
H: 3.98 17.00 9.09  0.209
Br: 14.05 14.47 10.90  -0.223
C: 12.51 13.71 11.67  -0.169
C: 11.80 14.20 12.75  -0.644
C: 10.66 13.50 13.19  -0.451
C: 10.33 12.33 12.58  0.260
C: 11.08 11.77 11.62  -0.157
C: 12.16 12.48 11.13  -0.574
H: 12.03 15.12 13.25  0.482
H: 10.16 13.90 14.09  0.220
H: 10.85 10.81 11.20  0.485
H: 12.77 12.11 10.31  0.396

---

Record 2
Molecular formula: C10H24AsIO5P
Method: DFT, ωB97M-V/def2-TZVPD

HOMO-LUMO gap (eV): 7.0
Total charge: -1

Each line ends with the Mulliken charge.
Atoms and positions in Å:
C: 0.79 3.37 0.26  -1.613
C: -0.46 2.53 0.57  0.180
C: -0.20 1.27 1.39  -1.454
I: -1.09 1.38 3.40  -0.019
As: -0.54 -0.62 0.59  0.527
C: -2.55 -0.44 0.52  -1.039
C: -3.21 0.93 0.38  -1.229
C: -0.27 -0.03 -1.39  -0.579
C: -1.45 -0.01 -2.27  -0.528
O: -1.91 -0.93 -2.86  -0.507
C: 1.48 -1.00 0.68  -1.561
C: 2.46 -0.03 0.01  2.001
C: 3.13 -0.57 -1.24  -1.630
O: 3.58 0.21 0.91  -0.655
P: -0.85 -2.95 0.05  0.960
O: -2.19 -3.45 0.34  -0.778
O: 0.15 -3.91 1.00  -0.588
O: -0.48 -3.39 -1.50  -0.590
H: 1.46 3.45 1.11  0.341
H: 1.28 2.98 -0.63  0.271
H: 0.44 4.36 0.02  0.471
H: -0.99 2.40 -0.36  -0.067
H: -1.08 3.19 1.16  0.549
H: 0.83 1.31 1.70  0.809
H: -0.67 -1.12 2.08  0.242
H: -2.91 -0.88 1.44  0.596
H: -3.00 -1.06 -0.24  0.634
H: -2.94 1.47 -0.52  0.184
H: -4.28 0.77 0.28  0.426
H: -3.09 1.62 1.21  0.227
H: 0.39 -0.78 -1.79  0.419
H: 0.26 0.92 -1.51  0.463
H: -1.92 0.99 -2.42  0.326
H: 1.72 -1.20 1.71  0.545
H: 1.65 -1.95 0.18  0.370
H: 2.06 0.96 -0.19  -0.777
H: 4.17 -0.32 -1.20  0.498
H: 3.02 -1.64 -1.33  0.250
H: 2.74 -0.08 -2.13  0.331
H: 3.26 0.14 1.82  0.345
H: 0.75 -4.36 0.40  0.315
H: 0.47 -3.52 -1.65  0.334

---

Record 3
Molecular formula: C4H10N3O3
Method: DFT, ωB97M-V/def2-TZVPD

Structure (SMILES): NC(=[NH2+])CC(=O)O[C@H](N)O
HOMO-LUMO gap (eV): 10.9
Energy above the lowest of the compared OMol25 structures with the same formula, charge and spin (eV): 0.188
Total charge: +1

Each line ends with the Mulliken charge.
Atoms and positions in Å:
C: -0.35 -1.71 0.33  0.490
C: 0.94 -1.29 -0.44  -0.703
C: 1.50 0.06 -0.09  0.557
C: -1.56 0.26 -0.19  -0.260
N: 0.98 0.80 0.88  -0.236
N: -1.63 1.24 0.97  -0.519
N: 2.50 0.51 -0.88  -0.406
O: -0.30 -2.77 0.87  -0.503
O: -1.43 -1.03 0.29  -0.355
O: -2.65 0.34 -1.01  -0.523
H: 1.66 -1.88 0.02  0.451
H: 0.86 -1.46 -1.49  0.434
H: 1.48 1.65 0.99  0.188
H: -0.74 0.63 -0.77  0.628
H: 0.04 0.72 1.36  0.380
H: -1.76 2.08 0.51  0.216
H: 3.06 -0.20 -1.47  0.308
H: -2.39 1.19 1.66  0.243
H: 2.99 1.31 -0.53  0.245
H: -3.21 -0.47 -1.01  0.364

---

Record 4
Molecular formula: C20H34F3N3P
Method: DFT, ωB97M-V/def2-TZVPD

HOMO-LUMO gap (eV): 5.3
Energy above the lowest of the compared OMol25 structures with the same formula, charge and spin (eV): 0.000
Total charge: +1

Each line ends with the Mulliken charge.
Atoms and positions in Å:
C: -2.25 3.34 -0.18  -0.667
N: -0.84 3.27 -0.59  0.175
C: -0.50 4.01 -1.80  -1.066
C: 0.03 2.58 0.13  -0.118
C: 1.46 2.84 0.13  0.332
C: 2.05 4.07 -0.27  -0.478
C: 3.42 4.20 -0.42  -0.868
C: 4.24 3.12 -0.08  0.288
C: 5.72 3.25 -0.30  0.860
F: 6.44 2.40 0.49  -0.251
F: 6.06 2.96 -1.60  -0.237
F: 6.17 4.52 -0.05  -0.248
C: 3.71 1.95 0.44  -0.655
C: 2.34 1.82 0.58  -0.576
H: -2.78 3.95 -0.92  0.359
H: -2.70 2.34 -0.14  0.247
H: -2.35 3.80 0.81  0.355
H: -1.38 4.02 -2.44  0.391
H: -0.24 5.06 -1.58  0.382
H: 0.34 3.54 -2.33  0.405
H: -0.37 1.86 0.85  0.595
H: 1.44 4.96 -0.45  0.467
H: 3.86 5.12 -0.79  0.454
H: 4.38 1.14 0.72  0.471
H: 1.92 0.92 1.04  0.511
C: 2.16 -3.80 -0.02  -1.965
C: 1.27 -2.79 -0.74  1.453
C: 1.94 -1.42 -0.72  -1.527
C: 1.06 -3.23 -2.19  -1.893
N: -0.03 -2.73 -0.07  0.336
C: -0.12 -2.99 1.35  -0.301
C: -1.55 -2.67 1.79  -0.355
N: -2.28 -2.25 0.62  0.244
C: -3.64 -1.73 0.78  1.413
C: -4.31 -2.39 1.97  -1.899
C: -4.44 -2.02 -0.49  -1.856
C: -3.60 -0.22 1.00  -1.535
P: -1.27 -1.75 -0.61  -0.408
H: -0.86 -0.25 -0.38  -0.031
H: 1.67 -4.78 0.06  0.440
H: 3.08 -3.93 -0.61  0.457
H: 2.46 -3.46 0.98  0.349
H: 1.34 -0.67 -1.25  0.458
H: 2.09 -1.08 0.31  0.195
H: 2.92 -1.49 -1.21  0.503
H: 0.46 -2.51 -2.76  0.403
H: 2.03 -3.33 -2.67  0.451
H: 0.56 -4.21 -2.22  0.422
H: 0.11 -4.04 1.56  0.257
H: 0.60 -2.38 1.93  0.182
H: -2.01 -3.58 2.22  0.268
H: -1.54 -1.90 2.58  0.237
H: -3.86 -2.09 2.92  0.371
H: -5.37 -2.08 2.00  0.462
H: -4.29 -3.48 1.89  0.422
H: -4.02 -1.53 -1.38  0.364
H: -4.47 -3.10 -0.68  0.428
H: -5.47 -1.67 -0.36  0.444
H: -3.20 0.31 0.12  0.262
H: -4.62 0.15 1.18  0.491
H: -2.98 0.03 1.87  0.331

---

- What is the total charge in the second record?
  -1

---

- Which value of total charge does entry 3 give?
  +1

---

What did the second record say?
Molecular formula: C10H24AsIO5P
Method: DFT, ωB97M-V/def2-TZVPD

HOMO-LUMO gap (eV): 7.0
Total charge: -1

Each line ends with the Mulliken charge.
Atoms and positions in Å:
C: 0.79 3.37 0.26  -1.613
C: -0.46 2.53 0.57  0.180
C: -0.20 1.27 1.39  -1.454
I: -1.09 1.38 3.40  -0.019
As: -0.54 -0.62 0.59  0.527
C: -2.55 -0.44 0.52  -1.039
C: -3.21 0.93 0.38  -1.229
C: -0.27 -0.03 -1.39  -0.579
C: -1.45 -0.01 -2.27  -0.528
O: -1.91 -0.93 -2.86  -0.507
C: 1.48 -1.00 0.68  -1.561
C: 2.46 -0.03 0.01  2.001
C: 3.13 -0.57 -1.24  -1.630
O: 3.58 0.21 0.91  -0.655
P: -0.85 -2.95 0.05  0.960
O: -2.19 -3.45 0.34  -0.778
O: 0.15 -3.91 1.00  -0.588
O: -0.48 -3.39 -1.50  -0.590
H: 1.46 3.45 1.11  0.341
H: 1.28 2.98 -0.63  0.271
H: 0.44 4.36 0.02  0.471
H: -0.99 2.40 -0.36  -0.067
H: -1.08 3.19 1.16  0.549
H: 0.83 1.31 1.70  0.809
H: -0.67 -1.12 2.08  0.242
H: -2.91 -0.88 1.44  0.596
H: -3.00 -1.06 -0.24  0.634
H: -2.94 1.47 -0.52  0.184
H: -4.28 0.77 0.28  0.426
H: -3.09 1.62 1.21  0.227
H: 0.39 -0.78 -1.79  0.419
H: 0.26 0.92 -1.51  0.463
H: -1.92 0.99 -2.42  0.326
H: 1.72 -1.20 1.71  0.545
H: 1.65 -1.95 0.18  0.370
H: 2.06 0.96 -0.19  -0.777
H: 4.17 -0.32 -1.20  0.498
H: 3.02 -1.64 -1.33  0.250
H: 2.74 -0.08 -2.13  0.331
H: 3.26 0.14 1.82  0.345
H: 0.75 -4.36 0.40  0.315
H: 0.47 -3.52 -1.65  0.334